(1)
Density functional theory data (the ωB97M-V functional and the def2-TZVPD basis) for a cluster of 22 separate species, C44H132O22S22 in total.

```
! RIJCOSX wB97M-V def2-TZVPD def2/J DEFGRID3
* xyz 0 1
C -12.82 -13.92 -8.72
S -11.57 -14.12 -7.40
O -11.74 -15.58 -6.84
C -10.14 -14.21 -8.51
H -13.74 -13.41 -8.45
H -12.95 -14.95 -9.07
H -12.40 -13.31 -9.53
H -10.33 -15.07 -9.15
H -9.25 -14.33 -7.89
H -10.07 -13.35 -9.18
C -7.00 -17.97 -11.74
S -8.23 -16.60 -11.89
O -9.28 -17.00 -10.87
C -7.37 -15.21 -10.99
H -7.44 -18.85 -12.21
H -6.84 -18.30 -10.71
H -6.02 -17.74 -12.17
H -7.83 -14.24 -11.17
H -6.31 -15.17 -11.27
H -7.49 -15.38 -9.92
C -3.94 -16.26 -10.26
S -3.87 -18.12 -10.25
O -2.59 -18.52 -10.95
C -3.47 -18.15 -8.45
H -4.13 -15.89 -11.27
H -3.01 -15.82 -9.90
H -4.82 -15.91 -9.72
H -3.26 -19.11 -7.98
H -4.21 -17.52 -7.95
H -2.53 -17.59 -8.45
C -4.67 -11.96 0.12
S -5.46 -13.12 -1.08
O -6.81 -13.46 -0.47
C -5.77 -11.84 -2.38
H -4.30 -12.58 0.93
H -5.29 -11.08 0.28
H -3.84 -11.57 -0.48
H -5.79 -10.83 -1.96
H -6.69 -12.01 -2.94
H -4.97 -11.83 -3.11
C -4.91 -17.12 -2.22
S -6.64 -16.72 -2.73
O -7.12 -15.47 -1.96
C -6.09 -16.09 -4.35
H -4.41 -16.19 -1.93
H -4.30 -17.42 -3.08
H -4.82 -17.83 -1.40
H -5.38 -16.77 -4.82
H -5.61 -15.14 -4.12
H -6.98 -15.90 -4.95
C -4.64 -7.31 -10.72
S -6.46 -7.19 -10.96
O -6.80 -8.46 -11.77
C -7.18 -7.44 -9.24
H -4.03 -6.96 -11.56
H -4.40 -8.36 -10.55
H -4.50 -6.74 -9.80
H -6.41 -7.16 -8.53
H -7.38 -8.49 -9.02
H -8.07 -6.84 -9.06
C 1.08 -11.80 -14.66
S 0.05 -10.27 -14.40
O 0.13 -9.50 -15.76
C -1.62 -11.07 -14.50
H 1.27 -12.29 -13.70
H 2.04 -11.59 -15.12
H 0.70 -12.50 -15.40
H -2.39 -10.33 -14.29
H -1.73 -11.84 -13.74
H -1.70 -11.48 -15.51
C -8.77 -10.84 -11.88
S -9.98 -11.58 -13.05
O -9.47 -13.01 -13.39
C -11.33 -11.70 -11.82
H -9.19 -9.85 -11.68
H -7.84 -10.57 -12.38
H -8.45 -11.34 -10.97
H -11.15 -12.46 -11.06
H -12.33 -11.91 -12.22
H -11.48 -10.72 -11.38
C -7.92 -10.01 -18.70
S -8.00 -11.34 -17.43
O -6.81 -12.32 -17.62
C -7.75 -10.26 -15.95
H -8.98 -9.73 -18.76
H -7.57 -10.41 -19.65
H -7.24 -9.17 -18.59
H -7.93 -10.76 -15.00
H -8.51 -9.51 -16.17
H -6.76 -9.84 -15.83
C -1.82 -6.85 -14.07
S -3.27 -6.90 -15.21
O -3.57 -5.56 -15.88
C -4.70 -7.55 -14.14
H -0.89 -6.63 -14.60
H -1.89 -7.80 -13.55
H -1.98 -6.05 -13.35
H -5.37 -8.10 -14.80
H -5.15 -6.78 -13.51
H -4.28 -8.31 -13.48
C -6.97 -18.90 -6.47
S -7.08 -17.88 -7.98
O -6.43 -16.52 -7.68
C -8.91 -17.61 -7.72
H -7.38 -19.86 -6.78
H -7.54 -18.54 -5.62
H -5.95 -19.05 -6.11
H -9.41 -17.23 -8.61
H -9.16 -17.07 -6.81
H -9.21 -18.65 -7.68
C -8.15 -9.93 -4.49
S -6.36 -9.99 -4.97
O -6.11 -11.51 -5.17
C -6.51 -9.00 -6.51
H -8.70 -10.52 -5.22
H -8.69 -8.99 -4.47
H -8.24 -10.34 -3.48
H -5.61 -8.67 -7.01
H -7.24 -8.20 -6.35
H -6.96 -9.66 -7.25
C -4.89 -10.93 -10.59
S -5.71 -12.54 -10.03
O -4.61 -13.49 -9.59
C -6.52 -11.86 -8.55
H -5.59 -10.12 -10.40
H -4.67 -10.86 -11.65
H -3.98 -10.73 -10.02
H -7.15 -12.61 -8.08
H -7.24 -11.07 -8.79
H -5.87 -11.45 -7.79
C -1.72 -13.56 -10.43
S -0.83 -12.15 -11.21
O -1.58 -10.97 -10.68
C 0.64 -12.25 -10.08
H -2.00 -13.32 -9.41
H -1.03 -14.40 -10.37
H -2.57 -13.69 -11.11
H 1.36 -11.45 -10.23
H 1.16 -13.14 -10.43
H 0.42 -12.37 -9.02
C -0.87 -8.81 -7.47
S -2.61 -8.67 -6.88
O -3.28 -7.99 -8.07
C -3.09 -10.39 -7.22
H -0.28 -8.02 -7.01
H -0.88 -8.88 -8.56
H -0.49 -9.79 -7.16
H -2.66 -11.23 -6.68
H -2.83 -10.57 -8.26
H -4.17 -10.35 -7.04
C -3.96 -13.81 -6.76
S -2.56 -14.91 -7.16
O -1.36 -14.13 -6.64
C -2.88 -16.13 -5.85
H -3.88 -12.92 -7.39
H -3.93 -13.40 -5.75
H -4.94 -14.25 -6.97
H -3.60 -16.94 -5.98
H -2.87 -15.75 -4.82
H -2.00 -16.75 -5.70
C -10.92 -13.95 -3.84
S -9.43 -12.85 -3.79
O -8.50 -13.54 -2.77
C -8.66 -13.30 -5.42
H -11.19 -14.34 -2.86
H -10.76 -14.89 -4.38
H -11.74 -13.34 -4.23
H -7.58 -13.18 -5.28
H -8.95 -12.53 -6.13
H -8.94 -14.33 -5.63
C -0.25 -6.48 -10.33
S 1.45 -6.62 -9.57
O 1.17 -6.51 -8.05
C 1.69 -8.43 -9.93
H -0.53 -5.45 -10.57
H -0.94 -7.04 -9.71
H -0.36 -7.04 -11.26
H 2.19 -8.75 -10.84
H 0.89 -9.11 -9.66
H 2.50 -8.77 -9.28
C -2.17 -11.07 -3.80
S -2.61 -9.40 -3.39
O -3.51 -9.54 -2.16
C -0.90 -8.85 -2.92
H -1.28 -11.07 -4.43
H -3.05 -11.62 -4.15
H -1.91 -11.57 -2.86
H -0.16 -8.90 -3.71
H -0.60 -9.41 -2.03
H -0.88 -7.81 -2.60
C -6.41 -12.88 -13.65
S -4.55 -13.23 -13.74
O -4.26 -14.70 -13.58
C -4.40 -12.97 -15.56
H -6.51 -11.80 -13.72
H -6.79 -13.20 -12.69
H -7.09 -13.38 -14.35
H -4.83 -13.85 -16.04
H -3.35 -13.03 -15.87
H -4.92 -12.05 -15.83
C -11.70 -10.41 -6.21
S -10.61 -9.80 -7.57
O -10.04 -10.97 -8.39
C -12.01 -9.15 -8.55
H -11.19 -10.93 -5.40
H -12.37 -11.13 -6.67
H -12.25 -9.59 -5.74
H -11.67 -8.67 -9.47
H -12.49 -8.32 -8.03
H -12.77 -9.90 -8.78
C -11.66 -5.22 -11.81
S -10.80 -6.77 -11.50
O -11.63 -7.82 -12.20
C -9.33 -6.55 -12.58
H -11.57 -5.05 -12.88
H -11.27 -4.33 -11.31
H -12.70 -5.33 -11.51
H -8.91 -7.53 -12.80
H -8.63 -5.89 -12.08
H -9.65 -6.16 -13.55
*
```

## Properties
**HOMO energy**: -0.27786 Eh
**Energy above the lowest of the compared OMol25 structures with the same formula, charge and spin**: 136.0 kcal per mole
**Kohn-Sham gap**: 7.10 eV


(2)
Density functional theory data (the ωB97M-V functional and the def2-TZVPD basis) for a structure of composition C44H23N11O4Ti.

```
! RIJCOSX wB97M-V def2-TZVPD def2/J DEFGRID3
* xyz -2 1
Ti 0.33 -0.01 0.87
C -5.06 -1.68 -2.24
C -4.81 -0.61 -3.13
C -3.61 0.06 -3.12
C -2.64 -0.32 -2.17
C -1.31 0.11 -1.93
N -0.63 0.90 -2.83
C 0.67 0.93 -2.89
C 1.34 1.45 -4.12
C 0.86 2.02 -5.28
C 1.78 2.35 -6.28
C 3.14 2.10 -6.10
C 3.62 1.53 -4.93
C 2.70 1.21 -3.94
C 2.84 0.68 -2.56
N 4.01 0.60 -1.96
C 3.79 0.60 -0.58
N 3.05 -0.32 0.07
C 2.35 0.22 1.16
N 3.12 -1.67 -0.24
C 2.08 -2.35 0.06
N 0.85 -1.88 0.44
C -0.08 -2.91 0.35
N -1.33 -2.75 0.08
C -1.72 -1.56 -0.51
N -0.82 -0.57 -0.86
C -2.90 -1.39 -1.26
C -4.12 -2.09 -1.32
C 0.66 -4.17 0.25
C 0.26 -5.50 0.26
C 1.23 -6.47 0.02
C 2.56 -6.12 -0.23
C 2.95 -4.79 -0.26
C 1.99 -3.83 0.00
C 2.91 1.50 1.31
C 2.63 2.55 2.22
C 3.25 3.75 2.06
C 4.15 3.99 0.98
C 4.42 3.01 0.07
C 3.82 1.74 0.23
N 1.61 0.49 -2.01
H -6.02 -2.20 -2.29
H -5.58 -0.32 -3.84
H -3.40 0.86 -3.82
H -0.21 2.18 -5.41
H 1.43 2.79 -7.20
H 3.83 2.36 -6.89
H 4.67 1.34 -4.77
H -4.31 -2.91 -0.65
H -0.77 -5.76 0.43
H 0.95 -7.51 0.03
H 3.29 -6.90 -0.42
H 3.97 -4.50 -0.46
H 1.94 2.38 3.04
H 3.05 4.56 2.76
H 4.61 4.97 0.88
H 5.08 3.19 -0.78
O -0.89 -0.45 4.73
C -0.77 -0.19 3.55
O 0.24 -0.52 2.79
C -1.82 0.61 2.74
O -2.79 1.14 3.24
O -1.49 0.63 1.49
N -6.27 4.85 -5.40
C -5.40 4.60 -4.70
C -4.31 4.31 -3.81
C -2.99 4.42 -4.27
C -1.94 4.15 -3.42
C -2.19 3.78 -2.10
C -3.50 3.66 -1.65
C -4.55 3.91 -2.50
N -1.12 3.49 -1.25
C 0.21 3.87 -1.40
C 0.93 3.06 -0.59
N 0.08 2.17 0.05
C -1.12 2.46 -0.37
H -2.80 4.70 -5.30
H -0.92 4.17 -3.78
H -3.69 3.36 -0.62
H -5.57 3.80 -2.16
H 0.50 4.69 -2.03
H 1.99 3.06 -0.43
H -2.01 1.91 -0.10
*
```

## Properties
**HOMO energy**: -0.03357 Eh
**Energy above the lowest of the compared OMol25 structures with the same formula, charge and spin**: 115.4 kcal per mole
**Kohn-Sham gap**: 4.79 eV


(3)
Density functional theory data (the ωB97M-V functional and the def2-TZVPD basis) for a structure of composition C44H24AsCl4N4PtS4.

```
! RIJCOSX wB97M-V def2-TZVPD def2/J DEFGRID3
* xyz -1 1
Pt -0.10 0.06 -0.20
Cl 5.77 -6.90 0.61
C 4.92 -5.40 0.41
C 4.74 -4.55 1.48
C 4.07 -3.36 1.32
C 3.55 -2.95 0.07
C 3.69 -3.88 -0.97
C 4.37 -5.07 -0.82
C 2.77 -1.70 -0.09
C 2.29 -1.34 -1.34
C 2.91 -1.57 -2.64
C 2.14 -0.99 -3.58
C 0.96 -0.45 -2.91
C -0.22 -0.04 -3.54
C -0.09 0.43 -4.94
C -0.99 0.17 -5.98
C -0.79 0.66 -7.27
C 0.33 1.43 -7.54
Cl 0.59 2.03 -9.16
C 1.23 1.73 -6.54
C 1.01 1.25 -5.26
C -1.48 -0.07 -2.84
N -1.60 0.05 -1.51
C -2.93 -0.14 -1.14
C -3.42 -0.02 0.14
C -4.86 -0.32 0.39
C -5.20 -1.34 1.28
C -6.52 -1.66 1.51
C -7.52 -0.96 0.86
Cl -9.19 -1.36 1.15
C -7.21 0.07 -0.01
C -5.88 0.39 -0.24
C -2.69 0.43 1.27
C -3.16 0.85 2.53
C -2.07 1.40 3.21
C -0.97 1.31 2.33
N -1.35 0.71 1.20
C 0.45 1.81 2.46
C 1.48 0.77 2.21
C 2.72 0.54 2.85
C 3.33 -0.52 2.13
C 2.51 -0.84 1.07
N 1.39 -0.01 1.14
C 0.59 2.48 3.82
C 0.69 3.85 4.02
C 0.78 4.38 5.30
C 0.79 3.53 6.39
Cl 0.94 4.19 8.00
C 0.68 2.16 6.22
C 0.58 1.65 4.94
C -3.67 -0.42 -2.34
C -2.81 -0.33 -3.38
N 1.14 -0.62 -1.58
H 5.13 -4.83 2.46
H 3.91 -2.75 2.19
H 3.22 -3.69 -1.93
H 4.46 -5.76 -1.65
H 3.87 -2.03 -2.80
H 2.31 -0.98 -4.64
H -1.85 -0.44 -5.83
H -1.50 0.44 -8.05
H 2.09 2.36 -6.74
H 1.68 1.55 -4.47
H -4.41 -1.88 1.78
H -6.78 -2.46 2.20
H -8.01 0.63 -0.49
H -5.63 1.21 -0.90
H -4.18 0.79 2.88
H -2.08 1.86 4.18
H 3.03 0.94 3.80
H 4.33 -0.88 2.30
H 0.70 4.52 3.17
H 0.87 5.45 5.45
H 0.68 1.50 7.08
H 0.48 0.58 4.81
H -4.72 -0.65 -2.40
H -3.07 -0.50 -4.40
S 4.12 3.76 3.42
As 3.98 2.41 1.89
S 2.49 2.74 0.24
S 0.62 3.04 1.02
S 5.56 1.53 0.92
*
```

## Properties
**HOMO energy (alpha / beta)**: -0.15535 / -0.15555 Eh
**Kohn-Sham gap (alpha / beta)**: 4.98 / 4.98 eV


(4)
Density functional theory data (the ωB97M-V functional and the def2-TZVPD basis) for a structure of composition C44H28Cl7KN4O2Te.

```
! RIJCOSX wB97M-V def2-TZVPD def2/J DEFGRID3
* xyz -2 1
K -0.31 0.17 -0.08
C 0.21 4.61 -2.18
C 0.11 3.21 -2.11
N -0.82 2.59 -1.42
C -1.74 3.33 -0.73
C -1.72 4.75 -0.74
C -0.69 5.37 -1.50
C -2.67 5.49 -0.01
C -3.61 4.81 0.72
C -3.67 3.42 0.74
C -2.76 2.61 0.03
N -2.72 1.27 0.08
C -3.80 0.50 0.34
C -5.10 0.77 -0.08
C -6.15 -0.14 0.13
C -5.97 -1.33 0.78
C -4.68 -1.65 1.25
C -4.40 -2.85 1.95
C -3.14 -3.10 2.40
C -2.12 -2.16 2.14
N -2.34 -1.04 1.50
C -3.60 -0.76 1.05
H 1.01 5.07 -2.76
H 0.84 2.58 -2.61
H -0.64 6.45 -1.51
H -2.62 6.58 -0.02
H -4.33 5.37 1.31
H -4.42 2.92 1.35
H -5.29 1.69 -0.61
H -7.14 0.12 -0.24
H -6.79 -2.02 0.94
H -5.20 -3.55 2.12
H -2.90 -4.02 2.93
H -1.10 -2.33 2.47
Cl 3.17 -1.11 1.23
C 2.05 -0.80 2.58
C 1.05 0.13 2.40
C 0.28 0.35 3.51
Cl -0.99 1.60 3.41
C 0.41 -0.32 4.72
Cl -0.63 -0.01 6.08
C 1.42 -1.28 4.84
Cl 1.63 -2.16 6.32
C 2.26 -1.52 3.75
Cl 3.54 -2.70 3.90
Cl -1.44 -6.39 -4.52
C -0.89 -4.82 -3.95
C -0.57 -3.82 -4.88
C -0.15 -2.59 -4.47
C -0.02 -2.25 -3.07
O 0.35 -1.10 -2.70
C -0.33 -3.31 -2.15
C -0.21 -3.15 -0.71
O 0.22 -2.18 -0.12
C -0.77 -4.56 -2.61
H -0.67 -4.04 -5.94
H 0.09 -1.81 -5.19
H -0.54 -4.04 -0.13
H -1.02 -5.33 -1.89
Cl 0.40 5.60 2.65
C 1.63 4.44 2.22
C 2.83 4.40 2.90
C 3.76 3.46 2.50
C 3.45 2.61 1.45
N 2.29 2.65 0.81
C 1.39 3.55 1.18
H 3.01 5.08 3.72
H 4.71 3.37 3.02
H 4.14 1.83 1.14
H 0.44 3.56 0.66
C 2.32 0.62 -4.11
Te 2.57 0.16 -2.04
C 4.31 1.43 -2.20
C 4.23 2.14 -3.53
C 5.09 3.19 -3.86
C 5.02 3.83 -5.08
C 4.08 3.41 -6.02
C 3.21 2.37 -5.71
C 3.28 1.73 -4.47
H 1.29 0.91 -4.27
H 2.50 -0.28 -4.71
H 5.22 0.82 -2.15
H 4.34 2.15 -1.38
H 5.82 3.51 -3.12
H 5.69 4.64 -5.31
H 4.01 3.91 -6.98
H 2.47 2.05 -6.42
*
```

## Properties
**HOMO energy**: -0.05901 Eh
**Energy above the lowest of the compared OMol25 structures with the same formula, charge and spin**: 9.3 kcal per mole
**Kohn-Sham gap**: 5.43 eV


What did we get for DFT total energy? Answer: -12170.10542, -3443.50194, -7698.96142, -6152.43889 hartree, in the order shown.